# 1
60
Properties=species:S:1:pos:R:3:forces:R:3 method="wB97M-V/def2-TZVPD" lumo_energy_ev=-2.17 relative_energy_kj_mol=0.0 smiles=COc1ccccc1[NH+]1CCN(CCCCOc2cccc3ccccc23)CC1 homo_energy_ev=-9.85 gap_ha=0.2822 charge=+1 spin_multiplicity=1
C -5.240 -0.635 2.813 -0.162 -0.037 0.372
O -4.431 -0.355 1.682 0.180 0.030 -0.490
C -4.860 -0.756 0.454 0.151 0.058 -0.172
C -6.046 -1.428 0.181 0.138 0.106 0.233
C -6.357 -1.774 -1.122 0.099 0.043 -0.070
C -5.504 -1.461 -2.167 -0.015 -0.005 0.001
C -4.320 -0.792 -1.910 0.099 0.074 0.187
C -4.003 -0.445 -0.610 -0.533 -0.276 0.122
N -2.772 0.268 -0.270 -0.364 -0.162 0.307
C -1.535 -0.473 -0.619 0.930 -0.416 0.067
C -0.328 0.293 -0.084 -0.162 0.040 -0.274
N -0.316 1.604 -0.695 -0.233 -0.080 0.011
C 0.952 2.309 -0.632 0.188 0.113 0.321
C 1.413 2.708 0.774 0.053 0.031 -0.278
C 2.807 3.338 0.788 0.050 -0.420 0.054
C 3.879 2.438 0.164 0.029 0.455 -0.126
O 3.636 1.107 0.569 -0.016 -0.257 0.108
C 4.363 0.103 0.000 0.201 -0.022 -0.213
C 5.452 0.285 -0.817 -0.345 0.399 0.289
C 6.119 -0.821 -1.366 0.011 -0.442 -0.042
C 5.699 -2.094 -1.114 0.231 0.167 -0.160
C 4.584 -2.322 -0.281 -0.146 0.316 0.130
C 4.116 -3.622 0.004 -0.130 -0.113 0.093
C 3.031 -3.819 0.812 0.154 -0.173 -0.141
C 2.368 -2.723 1.382 -0.097 0.219 0.057
C 2.799 -1.450 1.131 -0.163 0.010 0.106
C 3.906 -1.216 0.292 0.092 -0.061 -0.077
C -1.482 2.357 -0.293 -0.013 -0.214 -0.210
C -2.720 1.642 -0.829 0.133 1.016 -0.071
H -4.698 -0.228 3.665 -0.087 -0.053 -0.042
H -5.372 -1.711 2.945 0.017 0.032 -0.037
H -6.212 -0.145 2.732 0.041 -0.012 -0.031
H -6.727 -1.682 0.977 -0.047 -0.011 0.113
H -7.280 -2.295 -1.321 -0.095 -0.055 -0.016
H -5.758 -1.735 -3.178 -0.014 -0.023 -0.110
H -3.653 -0.545 -2.721 0.114 0.044 -0.121
H -2.801 0.355 0.758 0.017 -0.009 -0.158
H -1.471 -0.548 -1.705 -0.124 0.024 0.071
H -1.589 -1.475 -0.190 -0.158 0.083 0.006
H 0.585 -0.239 -0.354 -0.053 -0.083 0.063
H -0.387 0.332 1.019 0.063 -0.036 -0.004
H 0.861 3.198 -1.261 0.071 -0.012 -0.060
H 1.689 1.645 -1.085 0.066 0.067 -0.072
H 1.440 1.820 1.407 -0.084 -0.007 0.073
H 0.709 3.421 1.207 -0.047 -0.033 0.068
H 3.073 3.541 1.826 0.027 0.104 -0.018
H 2.801 4.285 0.247 0.064 0.069 0.025
H 4.872 2.768 0.494 -0.078 -0.079 -0.111
H 3.843 2.505 -0.932 0.053 -0.074 0.093
H 5.819 1.273 -1.043 -0.018 0.113 0.013
H 6.975 -0.643 -1.998 0.072 -0.020 -0.058
H 6.213 -2.941 -1.543 0.070 -0.081 -0.053
H 4.637 -4.463 -0.429 0.043 -0.092 -0.043
H 2.684 -4.820 1.025 0.008 -0.093 -0.004
H 1.521 -2.895 2.032 -0.045 0.018 0.071
H 2.312 -0.600 1.584 -0.068 0.050 0.072
H -1.430 3.355 -0.731 -0.105 0.004 0.044
H -1.571 2.466 0.803 0.000 0.055 -0.032
H -2.661 1.568 -1.915 -0.051 -0.107 0.092
H -3.634 2.170 -0.551 -0.008 -0.183 0.029

# 2
71
Properties=species:S:1:pos:R:3:forces:R:3 method="wB97M-V/def2-TZVPD" lumo_energy_ev="-3.00 / -2.83" s2=6.01 homo_energy_ev="-10.01 / -10.01" gap_ha="0.2578 / 0.2638" charge=+1 spin_multiplicity=5
Pm 0.160 -0.749 0.113 -0.513 0.140 0.249
O 2.364 -0.826 -1.294 0.003 -0.493 -0.267
C 3.127 -2.032 -1.628 0.533 0.461 0.955
C 3.701 -2.611 -0.344 0.769 -0.690 -0.893
C 2.623 -3.105 0.557 -0.628 -0.959 2.719
C 1.576 -3.893 -0.152 0.286 0.388 -0.286
C 1.747 -5.241 -0.432 -0.230 0.055 -0.132
C 0.821 -5.893 -1.228 1.113 -0.011 0.492
C -0.239 -5.154 -1.716 -0.007 -1.087 -0.305
C -0.349 -3.831 -1.394 0.509 0.538 0.179
N 0.557 -3.160 -0.631 -0.772 -1.215 -0.674
H 2.970 -0.081 -1.310 0.000 0.204 0.040
H 3.954 -1.840 -2.285 0.229 0.665 -0.524
H 2.457 -2.680 -2.147 -0.440 -0.457 -0.183
H 4.381 -1.882 0.116 -0.262 -0.128 0.084
H 4.328 -3.496 -0.596 -0.219 0.583 -0.115
H 2.099 -2.347 1.151 0.109 0.430 -0.205
H 2.989 -3.738 1.413 0.148 0.483 -0.914
H 2.608 -5.779 -0.066 0.083 0.102 0.190
H 1.036 -6.938 -1.452 -0.586 0.260 -0.141
H -0.932 -5.688 -2.346 -0.428 0.402 -0.093
H -1.164 -3.272 -1.809 -0.328 0.401 0.011
C 3.495 4.133 1.385 0.199 -0.951 -0.191
N 2.172 4.006 2.020 0.463 -0.154 -0.318
C 1.250 4.857 1.266 -1.017 -0.969 0.204
N 1.192 4.527 -0.146 -0.620 0.622 -0.170
C 2.496 4.665 -0.698 1.244 0.556 -0.367
N 3.478 3.790 -0.072 0.397 0.653 1.079
C 3.209 2.388 -0.297 -0.175 0.527 0.176
P 1.558 1.875 0.329 -0.109 -0.026 0.680
C 1.736 2.586 2.025 1.042 -0.230 0.829
C 0.595 3.258 -0.429 0.982 -0.640 -1.058
H 4.200 3.456 1.896 -0.234 0.194 -0.189
H 3.883 5.149 1.505 -0.274 -0.057 -0.111
H 1.534 5.903 1.332 0.010 0.054 0.372
H 0.242 4.660 1.659 0.194 0.510 0.140
H 2.854 5.672 -0.459 -0.171 0.058 -0.288
H 2.545 4.548 -1.791 -0.335 -0.134 0.246
H 3.988 1.835 0.207 0.327 -0.514 -0.085
H 3.222 2.253 -1.369 0.259 -0.424 -0.512
H 2.556 1.977 2.528 -0.996 0.717 -0.343
H 0.808 2.448 2.610 0.358 0.171 -0.292
H -0.413 3.172 -0.075 -0.519 0.385 -0.097
H 0.691 3.087 -1.525 -0.649 0.116 0.555
C -4.343 -1.806 -0.570 0.199 -0.409 0.989
S -2.836 -1.582 0.418 -0.068 -0.163 0.466
C -2.339 -3.203 0.958 -1.357 0.068 -0.689
C -1.337 -3.359 1.822 0.436 0.590 -0.107
S -0.496 -1.988 2.521 0.407 -0.080 0.057
S -0.831 -5.000 2.069 -0.085 -0.282 0.202
C -1.990 -5.778 1.031 -0.168 0.375 -0.229
S -2.001 -7.369 0.708 -0.031 -0.112 0.033
S -3.124 -4.629 0.306 0.611 -0.175 0.354
H -4.666 -0.823 -0.825 -0.204 0.840 -0.029
H -5.135 -2.310 -0.005 0.321 0.097 -0.054
H -4.111 -2.310 -1.466 0.089 -0.777 -1.046
O -2.718 2.523 -2.165 0.813 -0.583 -0.728
C -3.470 2.550 -1.060 0.904 -0.183 -1.054
C -4.701 3.156 -1.136 -1.243 0.264 1.122
C -5.514 3.135 -0.013 0.903 -0.221 0.582
C -5.069 2.504 1.176 -0.983 0.872 0.173
C -3.822 1.948 1.234 -0.052 -0.084 0.051
C -2.996 1.986 0.111 -0.115 -0.606 -0.072
C -1.728 1.288 0.115 1.716 -0.623 0.727
O -1.052 0.967 -0.976 -1.106 -0.128 0.485
O -1.188 0.933 1.215 -0.220 0.122 -0.810
H -1.969 1.853 -2.054 -0.913 0.966 0.038
H -5.026 3.648 -2.024 -0.006 0.141 -0.594
H -6.462 3.649 0.016 -0.134 -0.053 -0.248
H -5.713 2.581 2.066 0.412 -0.347 -0.499
H -3.467 1.434 2.104 0.130 -0.050 0.435

| no. | largest force on an atom (Eh/bohr) |
| --- | --- |
| 1 | 0.020 |
| 2 | 0.057 |